# 1
Entry from the OMol25 dataset: 2 unconnected molecules or ions with the total composition C2H5FIN (wB97M-V/def2-TZVPD).

Each line ends with the Mulliken charge.
Atoms and positions in Å:
C -0.61989 -0.08086 0.48049  -0.728
C 0.63118 0.70978 -1.56951  -0.143
N -0.33206 0.05440 -0.96521  -0.177
F 0.75286 0.42027 -2.83602  -0.195
I 0.63197 2.91895 -1.30181  -0.066
H -1.33334 0.72429 0.79190  0.303
H -1.20603 -1.00586 0.44646  0.278
H 0.25724 -0.08759 1.17529  0.264
H 2.17235 0.46990 -0.88143  0.202
H -1.17249 -0.25904 -1.49248  0.263

Summary:
Max |F|   5.7 eV Å⁻¹
Orbital gap   0.3193 Eh
Relative energy (zero: lowest compared OMol25 entry of this formula, charge and spin)   63.3 kcal per mole


# 2
Entry from the OMol25 dataset: C14H13N5O7S in the gas phase (wB97M-V/def2-TZVPD).

Each line ends with the Mulliken charge.
Atoms and positions in Å:
C 0.32711 -4.52942 3.88829  -1.250
C 0.69926 -3.82357 2.59910  -0.131
H -0.02515 -3.04194 2.34577  0.298
H 0.75262 -4.52409 1.75887  0.281
O 1.98625 -3.21812 2.77626  -0.388
C 2.46790 -2.55478 1.72372  0.667
O 1.91021 -2.44165 0.66675  -0.591
N 3.71114 -2.04594 2.04300  -0.028
C 4.50950 -1.15800 1.33992  0.607
O 5.53107 -0.75370 1.82761  -0.615
C 4.15812 -0.89441 -0.12485  -0.625
H 4.98111 -0.30753 -0.54844  0.318
H 4.06829 -1.85071 -0.64959  0.353
O 2.94450 -0.20042 -0.37829  -0.296
C 2.35392 0.42108 0.63088  0.636
O 2.81100 0.48981 1.74831  -0.654
C 1.05778 1.03256 0.23796  0.070
C 0.43870 0.71788 -0.96295  -0.600
C -0.77862 1.29714 -1.29314  0.024
C -1.41331 2.16519 -0.39968  0.635
C -0.77634 2.48267 0.79733  -0.658
C 0.44737 1.93089 1.11287  -0.755
H 0.94142 2.16992 2.04224  0.511
H -1.26630 3.15919 1.48021  0.436
S -3.00210 2.89864 -0.66643  -0.309
C -3.88706 1.52539 -1.26440  0.564
N -3.52255 0.26365 -1.18381  -0.423
C -4.56521 -0.39359 -1.73136  -0.088
N -5.53956 0.38461 -2.12924  -0.748
N -5.10646 1.61690 -1.83160  0.240
H -5.65059 2.43497 -2.05384  0.199
H -4.58371 -1.45826 -1.82865  0.448
N -1.29902 1.00654 -2.61109  1.183
O -2.03972 1.82510 -3.11361  -0.574
O -0.92262 -0.00453 -3.14989  -0.639
H 0.89527 0.02513 -1.65355  0.652
H 4.01110 -2.19946 2.99994  0.215
H 1.06257 -5.29371 4.12341  0.324
H -0.64740 -4.99532 3.77766  0.394
H 0.29059 -3.81743 4.70805  0.317

Summary:
Max |F|   1.2 eV Å⁻¹
SMILES   CCOC(=O)NC(=O)COC(=O)c1ccc(Sc2ncn[nH]2)c([N+](=O)[O-])c1
Orbital gap   0.3007 Eh


# 3
Entry from the OMol25 dataset: 2 unconnected molecules or ions with the total composition C9H14O (wB97M-V/def2-TZVPD).

Each line ends with the Mulliken charge.
Atoms and positions in Å:
C 1.98339 0.14542 -1.11294  -1.307
C 1.35723 -0.15925 1.30158  -0.435
C 1.35476 -0.64833 -0.00489  0.780
C 0.81411 -0.90973 2.33341  -0.556
C 0.61083 -1.78664 -0.28565  -0.341
C 0.24195 -2.14854 2.05117  -0.270
C 0.13523 -2.59025 0.74417  -0.609
H 2.03809 0.64938 1.52405  0.377
H 0.63563 -0.52618 3.32655  0.366
H 1.45271 1.08700 -1.24336  0.182
H 1.93362 -0.38131 -2.05971  0.334
H 0.50849 -2.12196 -1.31058  0.360
H -0.20106 -2.70792 2.86563  0.356
H -0.48594 -3.43612 0.48748  0.349
H 3.05261 0.34174 -0.97369  0.425
C -1.47740 2.10972 -1.20153  -0.322
C -1.73723 0.72461 -0.68794  -0.683
O -2.46120 3.04394 -0.66523  -0.542
H -0.48334 2.51640 -1.03517  0.333
H -1.73945 2.16583 -2.26154  0.182
H -2.67056 0.28957 -1.06832  0.377
H -2.03017 3.63382 -0.03249  0.298
H -1.84397 0.66709 0.39162  0.229
H -0.98832 0.04172 -1.08264  0.117

Summary:
Max |F|   2.1 eV Å⁻¹
SMILES   Cc1ccccc1.CCO
Orbital gap   0.3676 Eh
Relative energy (zero: lowest compared OMol25 entry of this formula, charge and spin)   17.7 kcal per mole